(1)
A 2-piece molecular cluster, C3H2Br2N3O2 overall in a non-equilibrium geometry, computed with ωB97M-V/def2-TZVPD.

```
12
C3H2Br2N3O2 | OMol25 | ωB97M-V/def2-TZVPD
C -1.632 -0.133 -1.349
C 1.893 -0.318 0.524
C 1.337 0.725 -0.061
N -1.755 -0.648 2.177
N -1.595 -0.228 1.137
N -1.307 0.297 0.128
O -2.679 -0.721 -1.442
O -0.745 0.232 -2.089
Br 2.081 -1.966 -0.375
Br 1.248 2.360 0.863
H 2.275 -0.335 1.533
H 0.880 0.735 -1.044
```

frontier orbital gap = 8.057 eV
relative energy (zero: lowest compared OMol25 entry of this formula, charge and spin) = 0.000 eV
E = -5578.3067 a.u.
net charge = -1

Mulliken population analysis, charges in e, atoms 1 to 4: number 1, C, carries 0.6003; number 2, C, carries -0.2426; number 3, C, carries -0.3222; number 4, N, carries -0.7666


(2)
C3H2BrCl3 as an isolated structure in a non-equilibrium geometry, computed with ωB97M-V/def2-TZVPD.

```
9
C3H2BrCl3 | OMol25 | ωB97M-V/def2-TZVPD
C 0.405 0.034 -1.002
C -0.040 -0.665 0.846
C -0.302 0.653 0.136
Cl -0.315 -0.915 -2.270
Cl 1.105 -0.883 2.099
Cl 0.517 2.072 0.873
Br -2.279 1.021 -0.197
H 1.561 0.194 -1.016
H -0.652 -1.510 0.532
```

frontier orbital gap = 8.814 eV
relative energy (zero: lowest compared OMol25 entry of this formula, charge and spin) = 1.676 eV
E = -4070.0058 a.u.

Mulliken population analysis, charges in e, atoms 1 to 4: number 1, C, carries -0.3881; number 2, C, carries -0.4100; number 3, C, carries 0.5086; number 4, Cl, carries -0.0905


(3)
A 2-piece molecular cluster, C3H2BrClF4 overall in a non-equilibrium geometry, computed with ωB97M-V/def2-TZVPD.

```
11
C3H2BrClF4 | OMol25 | ωB97M-V/def2-TZVPD
C 0.063 -1.176 -1.085
C -0.561 1.771 -0.392
C -1.210 -0.361 -0.962
F -0.087 -2.203 -1.948
F 1.079 -0.426 -1.564
F 0.257 2.152 -1.360
F -1.883 -0.194 -2.102
Cl -2.031 2.624 -0.325
Br -2.352 -0.875 0.461
H 0.373 -1.579 -0.105
H -0.053 1.577 0.547
```

frontier orbital gap = 9.263 eV
relative energy (zero: lowest compared OMol25 entry of this formula, charge and spin) = 0.947 eV
E = -3549.0898 a.u.

Mulliken population analysis, charges in e, atoms 1 to 4: number 1, C, carries 0.3070; number 2, C, carries 0.0850; number 3, C, carries 0.0811; number 4, F, carries -0.2546


(4)
One molecule with the formula C3H2BrNOS in a non-equilibrium geometry, computed with ωB97M-V/def2-TZVPD.

```
9
C3H2BrNOS | OMol25 | ωB97M-V/def2-TZVPD
C -0.593 0.648 -0.071
C -0.434 -0.657 0.195
C -2.658 0.106 -0.076
N -1.883 1.108 -0.066
O -2.267 -2.535 -0.652
S -2.025 -1.571 0.407
Br -4.771 0.436 0.091
H 0.295 1.221 0.040
H 0.537 -0.921 0.497
```

frontier orbital gap = 8.722 eV
relative energy (zero: lowest compared OMol25 entry of this formula, charge and spin) = 2.681 eV
E = -3217.5925 a.u.

Mulliken population analysis, charges in e, atoms 1 to 4: number 1, C, carries -0.1795; number 2, C, carries -0.3511; number 3, C, carries 0.4461; number 4, N, carries -0.3955


(5)
One molecule with the formula C3H2BrNS in a non-equilibrium geometry, computed with ωB97M-V/def2-TZVPD.

```
8
C3H2BrNS | OMol25 | ωB97M-V/def2-TZVPD
C 0.795 1.348 -1.106
C 0.242 -0.962 -0.470
C 0.951 0.484 -0.009
N 0.698 1.985 -2.057
S 1.180 -2.248 -0.895
Br 2.888 0.213 0.279
H -0.896 -0.923 -0.374
H 0.333 0.692 0.819
```

structure (SMILES) = N#C[C@H](Br)C=S
frontier orbital gap = 8.300 eV
relative energy (zero: lowest compared OMol25 entry of this formula, charge and spin) = 0.765 eV
E = -3142.3982 a.u.

Mulliken population analysis, charges in e, atoms 1 to 4: number 1, C, carries 0.2837; number 2, C, carries -0.2395; number 3, C, carries -0.1541; number 4, N, carries -0.3500


(6)
C3H2BrO2S as an isolated structure in a non-equilibrium geometry, computed with ωB97M-V/def2-TZVPD.

```
9
C3H2BrO2S | OMol25 | ωB97M-V/def2-TZVPD
C -0.496 0.576 1.238
C -0.969 1.132 -1.202
C -0.060 0.573 -0.239
O -3.524 1.941 -0.145
O -1.492 1.144 1.372
S -2.369 1.034 -0.109
Br -3.303 -1.132 -0.152
H -0.381 -0.310 1.839
H 0.896 0.159 -0.288
```

frontier orbital gap (spin up / spin down) = 6.451 / 6.453 eV
relative energy (zero: lowest compared OMol25 entry of this formula, charge and spin) = 3.181 eV
E = -3238.0324 a.u.
net charge = -1

Mulliken population analysis, charges in e, atoms 1 to 4: number 1, C, carries -0.2633; number 2, C, carries -0.5452; number 3, C, carries -0.3209; number 4, O, carries -0.6255


(7)
C3H2Cl2FO2 as an isolated structure in a non-equilibrium geometry, computed with ωB97M-V/def2-TZVPD.

```
10
C3H2Cl2FO2 | OMol25 | ωB97M-V/def2-TZVPD
C -1.734 -0.572 0.386
C -0.667 0.532 0.164
C 1.740 -0.078 -0.433
O -2.684 0.058 0.920
O -1.758 -1.650 -0.152
F -0.759 1.393 -0.903
Cl 2.033 -1.734 -0.061
Cl 2.805 0.789 0.532
H -0.465 1.158 1.065
H 1.489 0.104 -1.519
```

frontier orbital gap (spin up / spin down) = 7.331 / 6.902 eV
E = -1286.1842 a.u.
net charge = -1

Mulliken population analysis, charges in e, atoms 1 to 4: number 1, C, carries 0.5945; number 2, C, carries 0.0622; number 3, C, carries -0.1626; number 4, O, carries -0.6685


(8)
C3H2Cl2O as an isolated structure in a non-equilibrium geometry, computed with ωB97M-V/def2-TZVPD.

```
8
C3H2Cl2O | OMol25 | ωB97M-V/def2-TZVPD
C 0.623 0.190 -0.466
C 0.646 -0.381 0.756
C -0.862 0.478 -0.180
O -0.646 -0.113 1.125
Cl 1.580 0.220 -1.833
Cl 1.649 -1.552 1.549
H -1.519 1.442 -0.298
H -1.470 -0.284 -0.652
```

frontier orbital gap = 9.699 eV
relative energy (zero: lowest compared OMol25 entry of this formula, charge and spin) = 2.100 eV
E = -1111.0494 a.u.

Mulliken population analysis, charges in e, atoms 1 to 4: number 1, C, carries -0.0951; number 2, C, carries 0.3925; number 3, C, carries -0.0333; number 4, O, carries -0.3501